This record from the OMol25 dataset describes an isolated molecule of C5H10NP in a non-equilibrium geometry. The level of theory is the ωB97M-V functional and the def2-TZVPD basis.

Each line ends with the Löwdin charge.
Element x y z (Å)
H (2.07, -1.39, -0.63)  0.116
H (3.26, 0.27, 0.90)  0.050
C (2.28, 0.46, 0.58)  -0.088
H (1.82, 1.49, 0.62)  0.074
H (-2.64, -1.58, -0.72)  0.047
C (-2.77, -0.86, 0.17)  -0.319
H (1.62, 0.17, 1.48)  0.095
C (0.16, -0.54, -0.35)  -0.601
H (1.67, 0.16, -1.57)  0.125
H (-0.58, 0.69, -1.79)  0.080
N (-0.32, -1.54, 0.13)  0.211
H (-3.13, -1.20, 1.07)  -0.041
P (-2.32, 0.82, 0.01)  0.793
H (-1.95, 1.01, 1.46)  -0.020
C (1.62, -0.37, -0.56)  -0.229
C (-0.54, 0.75, -0.70)  -0.359
H (-0.24, 1.66, -0.11)  0.065

molecular weight = 115.12 g mol⁻¹
energy above the lowest of the compared OMol25 structures with the same formula, charge and spin = 362.7 kJ/mol
Kohn-Sham gap (spin up / spin down) = 9.033 / 7.682 eV
F_max = 0.102 Eh/bohr
highest occupied orbital energy (spin up / spin down) = -8.9 / -7.6 eV
charge = 0

This record from the OMol25 dataset describes an isolated molecule of C5H10NP in a non-equilibrium geometry. The level of theory is the ωB97M-V functional and the def2-TZVPD basis.

Each line ends with the Löwdin charge.
Element x y z (Å)
H (-3.23, 0.63, 0.88)  -0.134
N (-0.66, 0.38, 0.58)  -0.356
H (0.63, -2.74, 0.07)  0.069
C (0.01, 1.58, -0.18)  -0.178
H (-0.94, -2.15, -0.38)  0.010
C (1.43, 1.23, 0.00)  -0.124
H (2.09, 1.90, -0.38)  0.068
H (-0.26, 1.29, -1.26)  0.119
C (0.36, -0.68, 0.63)  -0.477
C (0.13, -1.85, -0.32)  -0.114
C (1.68, 0.04, 0.47)  -0.045
P (-2.30, -0.11, 0.09)  0.814
H (2.72, -0.30, 0.57)  0.122
H (0.35, -1.13, 1.56)  0.098
H (-2.48, 0.81, -1.05)  -0.094
H (0.57, -1.52, -1.39)  0.124
H (-0.10, 2.60, 0.11)  0.098

molecular weight = 115.12 g mol⁻¹
energy above the lowest of the compared OMol25 structures with the same formula, charge and spin = 134.8 kJ/mol
Kohn-Sham gap = 9.495 eV
SMILES string = C[C@H]1C=CCN1P
F_max = 0.083 Eh/bohr
highest occupied orbital energy = -8.4 eV
charge = 0

This record from the OMol25 dataset describes an isolated molecule of C5H10NP in a non-equilibrium geometry. The level of theory is the ωB97M-V functional and the def2-TZVPD basis.

Each line ends with the Löwdin charge.
Element x y z (Å)
C (1.22, 0.10, -1.83)  -0.127
H (2.81, 1.90, 0.14)  -0.156
H (-2.24, -1.00, 2.78)  0.046
C (-0.10, 0.25, -1.15)  -0.320
P (1.56, 2.45, -0.06)  0.765
H (1.43, 0.05, -2.84)  0.074
H (2.20, 3.26, -0.94)  -0.155
H (-1.02, 0.59, -1.76)  0.154
H (-0.69, -1.73, 2.42)  0.083
H (1.91, -0.40, -1.13)  0.103
C (-1.58, -0.78, 0.69)  -0.158
H (-2.47, -0.40, 0.27)  0.090
C (-1.71, -1.50, 2.03)  -0.095
N (0.81, 1.39, -1.20)  -0.398
C (-0.43, -0.64, 0.08)  -0.088
H (-2.19, -2.46, 1.98)  0.066
H (0.49, -1.09, 0.52)  0.114

molecular weight = 115.12 g mol⁻¹
energy above the lowest of the compared OMol25 structures with the same formula, charge and spin = 178.4 kJ/mol
Kohn-Sham gap = 10.099 eV
SMILES string = C/C=C/[C@@H]1CN1P
F_max = 0.067 Eh/bohr
highest occupied orbital energy = -9.0 eV
charge = 0

This record from the OMol25 dataset describes a cluster of 2 separate species, C5H10NS in total in a non-equilibrium geometry. The level of theory is the ωB97M-V functional and the def2-TZVPD basis.

Each line ends with the Löwdin charge.
Element x y z (Å)
C (-0.79, 0.37, 1.37)  -0.147
C (1.29, 0.45, 0.12)  -0.236
C (-0.41, -0.90, -2.06)  -0.284
H (-0.21, -3.11, -2.53)  -0.131
H (1.05, 0.50, 2.31)  0.098
H (-0.82, 2.28, 0.02)  0.189
N (0.27, 0.79, -0.81)  0.015
S (-0.14, -2.37, -1.53)  1.025
H (2.06, -0.21, -0.31)  0.120
H (-1.06, 0.98, 2.16)  0.070
H (-0.64, -0.37, -3.01)  0.074
C (0.72, -0.03, 1.46)  -0.154
H (-1.62, -0.56, 1.46)  0.173
C (-0.89, 1.09, 0.00)  -0.231
H (0.89, -1.01, 1.75)  0.089
H (2.04, 1.44, 0.17)  0.220
H (-1.75, 0.65, -0.57)  0.112

molecular weight = 116.21 g mol⁻¹
energy above the lowest of the compared OMol25 structures with the same formula, charge and spin = 673.4 kJ/mol
Kohn-Sham gap (spin up / spin down) = 7.796 / 7.779 eV
F_max = 0.073 Eh/bohr
highest occupied orbital energy (spin up / spin down) = -14.0 / -13.9 eV
charge = +1

This record from the OMol25 dataset describes the ion C5H10NS with charge +1 in a non-equilibrium geometry. The level of theory is the ωB97M-V functional and the def2-TZVPD basis.

Each line ends with the Löwdin charge.
Element x y z (Å)
H (-1.94, 0.94, -1.78)  0.117
H (0.96, 0.94, -1.10)  0.175
C (-1.99, 0.10, -1.07)  -0.264
N (-0.85, 0.08, -0.18)  -0.514
H (-0.16, 2.17, -0.19)  0.149
H (2.04, 1.33, 0.87)  0.139
C (-0.04, -1.27, 0.07)  -0.038
H (1.68, -1.38, 1.42)  0.107
H (-2.24, -0.79, -1.52)  0.082
H (0.63, 0.62, 1.94)  0.136
H (-0.68, -1.96, 0.56)  0.120
S (-2.34, 0.44, 0.71)  1.035
C (1.29, -0.78, 0.65)  -0.163
H (0.24, -1.60, -0.89)  0.112
C (0.20, 1.11, -0.24)  -0.164
H (2.08, -0.67, -0.18)  0.145
C (1.12, 0.71, 0.93)  -0.173

molecular weight = 116.21 g mol⁻¹
energy above the lowest of the compared OMol25 structures with the same formula, charge and spin = 270.6 kJ/mol
Kohn-Sham gap = 10.115 eV
SMILES string = C1CC[N+]2(C1)CS2
F_max = 0.066 Eh/bohr
highest occupied orbital energy = -14.7 eV
charge = +1

This record from the OMol25 dataset describes a cluster of 2 separate species, C5H10NS in total in a non-equilibrium geometry. The level of theory is the ωB97M-V functional and the def2-TZVPD basis.

Each line ends with the Löwdin charge.
Element x y z (Å)
C (0.10, 1.39, 2.00)  0.032
H (-2.13, -2.10, 1.17)  0.038
H (0.05, 1.48, 3.06)  0.085
H (-2.41, -0.66, 0.65)  0.067
H (1.29, 1.15, -3.28)  0.141
C (-1.66, -1.39, 0.62)  -0.065
C (-0.01, 0.19, 1.58)  -0.191
H (-1.46, -1.80, -0.47)  0.125
H (-0.42, 0.81, -0.24)  -0.076
H (0.67, -1.63, 1.07)  0.112
S (-0.37, 1.58, -1.42)  1.005
C (-0.22, -1.02, 1.04)  -0.159
H (1.58, -0.41, -0.80)  0.122
H (0.20, 2.15, 1.23)  0.051
H (2.24, -0.69, -2.22)  0.141
N (1.68, 0.00, -1.75)  0.093
C (0.89, 0.96, -2.24)  -0.519

molecular weight = 116.21 g mol⁻¹
energy above the lowest of the compared OMol25 structures with the same formula, charge and spin = 388.7 kJ/mol
Kohn-Sham gap = 8.623 eV
F_max = 0.098 Eh/bohr
highest occupied orbital energy = -13.5 eV
charge = +1

This record from the OMol25 dataset describes a cluster of 2 separate species, C5H10NS in total in a non-equilibrium geometry. The level of theory is the ωB97M-V functional and the def2-TZVPD basis.

Each line ends with the Löwdin charge.
Element x y z (Å)
H (0.60, -1.43, 0.68)  0.066
H (2.21, -3.07, -0.15)  0.097
C (0.88, -0.05, -0.77)  -0.022
H (-2.27, 2.44, -0.54)  0.156
H (0.59, 1.99, -1.04)  0.077
H (-0.93, 1.27, -0.45)  0.040
N (-1.89, 1.62, -0.07)  0.132
S (-2.15, -0.02, 2.07)  1.053
H (-0.09, 0.91, -2.28)  0.075
C (-2.49, 1.10, 0.95)  -0.554
H (3.13, -1.74, -0.96)  0.120
C (1.23, -1.02, -0.02)  -0.143
C (0.32, 1.03, -1.33)  -0.036
H (-3.54, 1.31, 1.15)  0.095
C (2.42, -1.97, -0.06)  -0.072
H (-0.96, -0.47, 1.93)  -0.146
H (2.94, -1.88, 0.87)  0.062

molecular weight = 116.21 g mol⁻¹
energy above the lowest of the compared OMol25 structures with the same formula, charge and spin = 384.0 kJ/mol
Kohn-Sham gap = 9.330 eV
F_max = 0.071 Eh/bohr
highest occupied orbital energy = -13.8 eV
charge = +1

This record from the OMol25 dataset describes the ion C5H10NS4 with charge +1 in a non-equilibrium geometry. The level of theory is the ωB97M-V functional and the def2-TZVPD basis.

Each line ends with the Löwdin charge.
Element x y z (Å)
H (2.19, -0.99, 1.96)  0.081
H (-1.56, -0.53, -3.53)  -0.084
H (-0.17, -1.74, -0.42)  0.121
C (0.54, 0.05, 1.10)  -0.648
H (2.60, -0.07, 0.56)  0.060
C (-0.09, 0.93, 0.29)  -0.712
S (-0.58, 0.10, -2.78)  0.746
S (0.50, 2.37, -0.65)  0.799
H (-0.60, 2.64, -1.52)  -0.066
C (-1.52, 0.72, 0.00)  -0.538
H (2.40, 0.78, 2.11)  0.123
H (-2.55, -0.26, -1.68)  0.081
H (-2.29, -1.27, 0.47)  0.079
H (-2.18, 1.63, -0.24)  0.135
N (-1.19, -1.59, -0.54)  -0.081
S (-2.16, -0.09, 1.56)  0.757
C (-1.58, -0.38, -1.26)  -0.631
H (-1.54, -2.49, -0.90)  0.140
S (-0.48, -0.90, 2.16)  0.713
C (2.02, -0.03, 1.43)  -0.075

molecular weight = 212.41 g mol⁻¹
energy above the lowest of the compared OMol25 structures with the same formula, charge and spin = 154.1 kJ/mol
Kohn-Sham gap = 8.332 eV
F_max = 0.065 Eh/bohr
highest occupied orbital energy = -12.0 eV
charge = +1

This record from the OMol25 dataset describes the ion C5H10NS4 with charge +1 in a non-equilibrium geometry. The level of theory is the ωB97M-V functional and the def2-TZVPD basis.

Each line ends with the Löwdin spin population.
Element x y z (Å)
H (-1.36, -1.80, 1.13)  0.021
H (1.45, -1.33, -1.16)  0.025
S (-0.90, 2.88, -1.01)  0.079
H (0.50, 0.68, -2.00)  0.001
H (0.18, 3.46, -0.54)  0.009
C (0.68, 0.57, -0.84)  0.020
H (-2.10, -2.98, -0.05)  0.003
C (-0.59, -1.65, -0.83)  0.731
N (0.63, -0.94, -0.57)  0.090
C (-0.50, 1.27, -0.06)  0.045
H (-0.35, -3.28, 0.31)  0.010
S (2.12, 1.44, -0.30)  0.005
H (1.07, -0.97, 0.46)  0.009
C (-1.72, 0.44, -0.23)  0.504
H (2.41, 2.00, -1.42)  0.001
H (-0.23, 1.75, 0.99)  0.004
S (-1.81, -0.52, -1.64)  0.111
C (-1.14, -2.49, 0.37)  0.072
S (-3.06, 0.33, 0.86)  0.246
H (-2.61, 1.25, 1.74)  0.014

molecular weight = 212.41 g mol⁻¹
energy above the lowest of the compared OMol25 structures with the same formula, charge and spin = 140.3 kJ/mol
Kohn-Sham gap (spin up / spin down) = 7.404 / 7.278 eV
spin multiplicity = 3
F_max = 0.104 Eh/bohr
highest occupied orbital energy (spin up / spin down) = -11.0 / -12.9 eV
charge = +1
⟨S²⟩ = 2.01

This record from the OMol25 dataset describes a structure of composition C5H10O in a non-equilibrium geometry. The level of theory is the ωB97M-V functional and the def2-TZVPD basis.

Each line ends with the Löwdin charge.
Element x y z (Å)
C (-0.01, -0.02, -0.19)  -0.538
H (0.73, -1.04, 1.71)  0.139
H (-0.32, -2.01, -0.10)  0.032
H (1.51, 1.03, -1.47)  0.151
C (-1.01, -1.29, -0.15)  0.002
C (0.90, -0.15, 1.03)  -0.118
C (1.16, 0.07, -0.98)  -0.220
O (2.04, -0.18, 0.08)  -0.090
H (-1.54, -1.26, -1.03)  0.048
C (-0.83, 1.28, 0.02)  -0.069
H (0.97, 0.78, 1.60)  0.104
H (-2.07, 1.13, -0.53)  0.162
H (-1.68, -1.18, 0.70)  0.092
H (-0.93, 1.35, 1.27)  0.120
H (-0.20, 2.20, -0.33)  0.087
H (1.28, -0.71, -1.64)  0.099

molecular weight = 86.13 g mol⁻¹
energy above the lowest of the compared OMol25 structures with the same formula, charge and spin = 378.8 kJ/mol
Kohn-Sham gap = 10.449 eV
F_max = 0.136 Eh/bohr
highest occupied orbital energy = -9.5 eV
charge = 0

Q: Which value of energy above the lowest of the compared OMol25 structures with the same formula, charge and spin does entry 5 give?
A: 270.6 kJ/mol